(1)
Below is 2 unconnected molecules or ions with the total composition C3H12N3Si, with properties calculated with wB97M-V/def2-TZVPD.

Output
Lowest unoccupied orbital energy in hartree: -0.183
DFT total energy in hartree: -574.87865
Energy relative to the best compared isomer or geometry (same formula, charge and spin) in eV: 4.124
Gap between HOMO and LUMO in eV: 8.23

```
! wB97M-V def2-TZVPD RIJCOSX def2/J DEFGRID3
* xyz 1 1
H 1.6943 1.2727 -0.7324
H 1.5782 -3.0709 0.4399
Si -1.0275 -0.4040 0.1149
C -0.9145 2.9587 -1.6770
H -0.1681 -3.2739 0.0995
H -1.6983 3.2964 -0.9930
H 0.9734 -2.4464 -1.0315
H -1.2158 2.4338 -2.5105
H -1.3271 -0.9112 -1.2672
C 0.4976 -1.2179 2.1854
H 1.5267 -1.4260 2.6554
N 0.3230 -1.2807 0.6869
N 1.1570 2.1350 -1.1211
H -0.3268 3.9285 -1.8974
H 0.3392 -0.2290 2.7164
C 0.5976 -2.5678 0.0687
H -0.1527 -1.8986 2.7571
H -1.8293 0.7650 0.6757
N -0.0268 1.9363 -1.1700
*
```

***

(2)
Below is 2 unconnected molecules or ions with the total composition C3H8O2S2, with properties calculated with wB97M-V/def2-TZVPD.

Output
Lowest unoccupied orbital energy (alpha / beta) in hartree: 0.017 / -0.094
DFT total energy in hartree: -1065.82750
Energy relative to the best compared isomer or geometry (same formula, charge and spin) in eV: 0.000
Gap between HOMO and LUMO (alpha / beta) in eV: 7.06 / 6.73
⟨S²⟩: 2.01

```
! wB97M-V def2-TZVPD RIJCOSX def2/J DEFGRID3
* xyz 0 3
O 0.7683 -0.3955 2.5234
C -0.1927 0.3122 -0.4752
O -0.5269 -0.9011 0.1967
H 0.5107 0.8352 -2.5033
H 1.6301 -1.3641 -0.7971
S 2.5566 -0.4567 -0.5935
H 1.1168 -0.9363 3.1768
H -0.0338 -0.9011 1.0339
H 1.3395 0.3347 2.7079
C 1.2535 0.6278 -0.0319
H -0.8843 1.1573 0.0215
C -0.2569 0.2485 -1.9862
H -1.1784 0.4534 -2.4894
H 0.0757 -0.8116 -2.0603
S 1.7445 2.0596 0.5379
*
```

***

(3)
Below is 4 unconnected molecules or ions with the total composition CH10N2O4, with properties calculated with wB97M-V/def2-TZVPD.

Output
Lowest unoccupied orbital energy in hartree: -0.003
DFT total energy in hartree: -454.60019
SMILES string: NC(N)=O.O.O.O
Energy relative to the best compared isomer or geometry (same formula, charge and spin) in eV: 0.785
Gap between HOMO and LUMO in eV: 9.34

```
! wB97M-V def2-TZVPD RIJCOSX def2/J DEFGRID3
* xyz 0 1
O 1.8455 0.1448 -2.3251
N -0.1062 1.1174 -1.6769
O 0.2904 -2.5924 -1.2291
N 1.1306 -0.1912 -0.2059
H -1.7338 0.8324 1.3780
H 0.5758 0.0392 0.6023
H -0.3122 1.5346 -2.5625
H -0.2924 0.4284 3.1616
H -0.0330 -1.0487 2.8466
O -0.4373 -0.2503 2.4888
H 1.7873 -0.9420 -0.0952
H -0.0493 -1.7096 -1.0429
O -1.4481 1.6634 0.9786
H -1.1836 2.1068 1.7919
C 1.0139 0.3517 -1.4666
H -0.6218 1.4735 -0.8842
H -0.4259 -2.9583 -1.7593
*
```

***

(4)
Below is a molecular structure, C9H40F2HgNO15S2, with properties calculated with wB97M-V/def2-TZVPD.

Output
Lowest unoccupied orbital energy in hartree: -0.214
DFT total energy in hartree: -2699.36334
Gap between HOMO and LUMO in eV: 5.42

```
! wB97M-V def2-TZVPD RIJCOSX def2/J DEFGRID3
* xyz 1 1
H -2.7257 1.1974 4.1858
H 3.0517 0.5061 0.6550
N -1.0244 -0.4600 -0.3437
H -2.4530 -1.1592 -3.0532
H 3.7041 -0.5118 -2.5290
C -0.5518 -3.1149 -3.7338
C -0.5931 -3.3395 -2.2242
H 5.6375 -0.6118 1.1120
C -2.1924 1.2485 5.1368
H -2.1042 2.3129 5.3744
H -1.7012 4.1615 0.0285
H -1.8646 3.1489 -5.3214
H -2.1668 -4.1450 -1.4208
H -1.2046 -3.8024 -4.2672
H -0.8514 -2.0882 -3.9568
H -0.1468 -1.1700 5.7813
O 4.8649 -0.4548 0.5594
H 0.4819 -3.1925 -4.0711
H 5.1421 0.7513 2.8232
F -0.5631 0.0217 -2.5972
C 4.7298 -0.3975 -2.8798
S 0.0620 0.3415 -1.1411
H -4.7376 1.6824 1.4316
O -3.3704 -0.9690 -2.7885
H -0.0089 -2.5628 -1.7314
S -0.2441 -0.3775 1.1943
C 3.8198 0.1176 1.3242
C 4.3455 1.2244 2.2336
C -3.7907 1.4663 0.9425
O -1.9753 -3.2565 -1.7442
O 1.3427 -0.3056 -1.2534
C -0.8252 0.6398 5.2380
O 5.3204 -1.6382 -3.2073
H -0.7204 2.0776 -4.5211
O -4.0230 0.6636 -0.2525
H -3.1048 0.8924 1.5616
O 0.7604 -1.3689 1.3785
H 0.8277 2.6320 3.5887
H 3.3326 -0.6622 1.9235
F -1.5492 -0.8682 2.0019
H -0.1853 3.3038 2.6640
H 3.6702 1.5917 3.0035
O -0.0580 0.9061 1.7706
H 4.7933 1.9980 1.6129
H -3.9128 -1.5171 -3.3770
O -2.4762 -3.1515 1.1279
H 3.8602 -1.9529 -0.2221
O -0.9430 4.0370 0.6082
H -0.8958 3.7009 -3.8950
H -2.8801 -4.0247 1.0256
H -0.1657 -4.3179 -2.0084
O -2.4545 2.3114 -3.4988
O 3.5393 -2.6543 -0.8176
H 4.7619 -2.1296 -3.8107
H -0.3151 3.5250 0.0798
Hg -3.0265 -1.3973 -0.5056
H 5.3514 0.0953 -2.1417
O 0.0553 1.7638 -1.0421
O -0.9460 -0.7775 5.4240
H -0.2682 0.7573 4.3049
H -3.2909 2.6267 -3.8520
H -3.2632 2.3934 0.7144
H -2.2167 -3.0974 2.0629
C -1.4434 2.8795 -4.3548
H 4.6521 0.2625 -3.7537
H 2.7930 -2.2553 -1.2721
H -0.2735 1.1214 6.0470
H -2.8969 0.8862 5.8898
H -4.6770 1.1410 -0.7796
O 0.1817 3.3449 3.5586
*
```

***

(5)
Below is a molecular structure, C20H30N2O8P2RuS3, with properties calculated with wB97M-V/def2-TZVPD.

Output
Lowest unoccupied orbital energy (alpha / beta) in hartree: 0.088 / 0.079
DFT total energy in hartree: -3464.10698
Energy relative to the best compared isomer or geometry (same formula, charge and spin) in eV: 1.278
Gap between HOMO and LUMO (alpha / beta) in eV: 7.02 / 6.71
⟨S²⟩: 0.76

```
! wB97M-V def2-TZVPD RIJCOSX def2/J DEFGRID3
* xyz -1 2
C -0.4836 1.8495 1.1966
Ru -0.3956 -0.9433 -0.1681
C -3.5550 -1.6843 -0.4689
P 1.7447 -2.2644 1.2265
H -0.7910 2.4799 3.2244
H 4.2423 2.9396 -1.2045
H 5.5043 0.4350 -0.2723
O 3.0725 -0.3300 -1.7500
H 3.4952 -3.2605 1.8752
C -4.0448 -3.6054 0.8730
O 3.3444 -2.4200 1.4286
S 3.2039 0.8264 -0.8062
S -1.4725 -2.7403 0.9597
N -1.0903 0.5285 1.3836
O 1.6373 -2.9182 -0.2175
H -3.6184 -0.2786 -2.7653
C 4.0852 2.0504 -1.8221
H 2.4462 -1.9043 -2.3914
C 0.1603 4.0050 2.0753
H -3.7010 -4.3703 1.5578
N -2.5998 -0.6770 -0.9357
H 3.6279 1.3540 1.9961
C -0.7840 0.0028 2.7387
H -1.3489 0.5436 3.5057
H 1.0847 5.3439 0.6728
O -0.1413 -2.1197 -1.7803
C 3.2833 2.3700 -3.0731
H -1.8759 0.0524 -2.7736
C -2.5617 0.5649 1.1856
H 4.7807 2.4089 1.1755
C 4.5738 0.4205 0.2971
C -2.6428 -0.6236 -2.4093
O 1.4138 -0.7844 0.9912
C -5.8005 -2.5587 -0.3938
H -6.8353 -2.5140 -0.7079
C -3.1112 -2.6666 0.4022
C 0.5621 3.4764 -0.2294
O 2.1512 -2.8117 -2.6103
S -0.0616 1.0577 -1.3744
H -2.4322 1.4161 -0.7998
C -2.9531 0.6153 -0.2836
H -4.0291 0.8043 -0.3607
H 0.2818 0.0964 2.9145
H 2.3741 2.9245 -2.8397
C -4.8915 -1.6244 -0.8554
H -2.9557 -0.3456 1.6377
C 4.5903 1.3778 1.4822
H 0.2227 4.6916 2.9099
H -2.4421 -1.6229 -2.7854
C 0.0154 2.2007 -0.0622
H 5.3652 1.0900 2.1936
O 0.6016 -4.6327 -1.7879
H 4.3616 -0.5967 0.6200
H -6.0646 -4.2923 0.8512
H -1.0501 -1.0501 2.7729
C -5.3642 -3.5549 0.4776
H 5.0499 1.6088 -2.0783
H 3.8861 2.9607 -3.7647
H 0.9383 3.7517 -1.2074
H -2.9926 1.4222 1.7161
O 1.0469 -2.9779 2.3097
C -0.4061 2.7520 2.2520
H 2.9863 1.4454 -3.5667
H -5.2253 -0.8439 -1.5279
P 0.9459 -3.2171 -1.6538
C 0.6415 4.3670 0.8247
*
```

***

(6)
Below is 12 unconnected molecules or ions with the total composition C60H140N4O12, with properties calculated with wB97M-V/def2-TZVPD.

Output
Lowest unoccupied orbital energy in hartree: 0.012
DFT total energy in hartree: -3491.68359
SMILES string: CC1(C)CCCC(C)(C)N1O.CC1(C)CCCC(C)(C)N1O.CC1(C)CCCC(C)(C)N1O.CC1(C)CCCC(C)(C)N1O.CC(C)O.CC(C)O.CC(C)O.CC(C)O.CC(C)O.CC(C)O.CC(C)O.CC(C)O
Energy relative to the best compared isomer or geometry (same formula, charge and spin) in eV: 3.104
Gap between HOMO and LUMO in eV: 8.89

```
! wB97M-V def2-TZVPD RIJCOSX def2/J DEFGRID3
* xyz 0 1
C 2.4570 4.2399 -1.6496
H -0.2082 -3.7142 4.5655
C -6.7021 -1.2394 -0.3676
C 0.1061 -3.3858 6.6203
H -2.5727 5.5129 -4.3753
C 4.8802 3.9297 -2.0115
H -3.0415 -2.6644 -2.5507
H 3.4511 -3.0647 1.3778
C -1.8019 5.1197 -2.4531
C 1.3642 6.1686 2.8048
H -6.6950 1.9914 4.4240
H 3.3716 -0.1334 -3.0937
C -0.8999 1.4472 0.9910
H 2.8610 3.3895 0.8257
H -3.0929 1.8027 4.2925
H 2.2907 4.0882 -2.7114
H 3.1999 -0.1861 5.2324
H 4.3814 0.2193 0.4224
C -4.6909 -1.7839 -1.5373
H -4.7060 0.7234 -2.3830
O -5.4500 4.3842 1.9195
O 3.9653 -7.5585 1.9830
H -0.0867 1.1533 -4.5338
H 0.0894 -7.2045 -4.5713
C 1.9010 1.4132 -5.2963
C -0.9482 1.7235 -0.5317
H 1.3136 -2.4045 1.3023
N 0.0243 0.2915 1.1756
H 2.7524 1.4222 0.1988
C -3.8776 -1.9813 -2.8132
H -2.8132 2.8803 5.6537
C 0.7889 0.5217 -4.8062
C 5.6066 1.6364 -2.5259
H -6.1776 0.6863 -4.4112
H 4.6016 3.0864 0.8215
H 1.7912 5.2664 3.2380
H 2.4672 2.0546 -3.4351
H 3.4755 -0.7900 -1.3899
H 3.6177 8.3572 2.6322
C -0.1748 -0.9851 0.4068
O 2.3832 1.5480 -0.7119
H 2.6322 -6.0853 3.4271
C 5.7464 -5.1176 -0.0325
C 2.8516 -0.2111 4.1930
H -3.0918 2.8823 -3.0786
H 0.6941 -0.4154 -1.4247
H 1.7652 -0.1203 4.1705
H -2.3562 0.2837 -1.3222
H -1.3258 -2.7382 0.1973
H 1.7937 -6.4591 1.2116
C -0.3581 -0.5926 -1.0681
H 5.2389 -0.5548 3.0759
C -4.9149 2.2934 5.2099
H -7.0754 -2.2495 -0.5282
C -2.2442 4.6864 -3.8662
H 5.5157 0.9792 2.4123
C 1.5792 2.1027 -6.6032
H -5.0966 0.8684 -0.7203
H -5.5570 3.6898 2.5805
H -5.4419 4.4515 5.6695
C -5.5032 0.5411 -1.6449
C 4.3910 -7.0649 -0.8710
H -5.0134 3.5053 7.0221
H -1.5591 -7.0574 -3.9405
H -0.0425 -6.0242 -1.7750
H 3.4098 8.1794 4.4045
H 3.0357 -1.2140 3.8524
H -2.6709 5.2345 -1.8737
H -7.8236 0.0619 -3.4339
C -0.3171 2.6872 1.7358
C 0.0903 -4.6651 -3.2721
H -6.2668 1.2374 -1.9164
O 2.9551 0.6602 2.0419
C -6.0097 -1.4695 -4.1178
H 1.8306 -6.8244 -1.9719
C 1.1058 -1.8204 0.3984
H 6.4450 0.9051 -2.5859
C 2.2082 -5.4487 0.9523
H -1.3036 4.2277 -1.9855
H 6.8409 3.3460 -2.7114
O -1.0862 4.2858 -4.5717
H 4.5496 4.1329 -3.0349
C 5.0290 0.4807 3.2566
H 1.4537 1.3881 -7.4186
H 1.1283 -2.4734 -0.4546
H 5.0134 1.6727 -3.4455
H 2.1779 -3.0042 6.5394
H -0.5593 -4.2428 6.7890
H -0.3229 -8.1201 -3.2859
H 3.8187 -6.1892 -1.2658
H 1.9555 -1.0940 0.2988
C 3.6739 3.4364 -1.1595
H 1.0798 0.1238 -3.8508
C -6.9877 -2.2529 -4.9913
H -1.1262 0.8812 -2.4336
H 4.8481 -0.8743 -2.5442
H 5.5669 1.5139 0.2322
C -0.5226 -7.1527 -3.6993
C 3.5257 0.7551 3.2899
C 3.2750 7.6976 3.4375
H -7.3583 -3.1833 -4.5231
H -2.9494 2.1187 1.3231
C -0.1652 -2.8841 5.2665
C 4.1761 -3.8599 1.2831
H -7.1295 5.6349 0.5427
C -7.3718 4.5331 0.6036
H -4.9414 5.2494 -0.5577
O -7.9225 -0.6678 -2.7898
H 1.5787 6.1811 1.7102
H -6.5037 -2.4631 -6.0033
H -4.3126 -2.3473 -4.9013
H -6.0010 -1.2384 0.4955
C 1.5050 -3.8203 6.7538
H -1.1470 -2.4180 5.2081
H 1.9845 0.6554 2.1343
H 0.0704 2.1322 -0.7235
C 4.7124 -4.0075 -0.0982
H 5.8857 -0.0925 -0.3392
H -0.7364 3.5834 1.2495
O 2.1163 2.4417 -4.3007
O 1.3628 7.2975 4.8855
H -6.0884 2.7873 0.7910
C -3.3521 3.6863 -3.8202
H -1.5892 2.5939 -0.7779
N 3.4117 2.0507 -1.5347
N 4.5488 -6.3337 1.6024
H -4.2834 4.2111 -3.5474
O -0.2166 -2.4734 7.6973
H 6.3150 -5.2668 -1.0035
H -1.1673 5.9970 -2.4088
H 2.3098 -5.5561 -0.1237
H 1.6305 -4.6478 6.0051
C -1.2883 0.5536 -1.4175
H -5.6406 -0.2483 -5.8668
C -2.3437 1.1299 1.4868
C -5.0279 4.1138 -0.3753
H -7.8560 4.2563 -0.3272
H 6.9921 -7.5990 -0.4523
H 0.6305 -2.2980 4.7634
H 0.4828 7.6387 5.1067
C 5.2231 -6.5105 0.3297
H -4.0973 -1.3799 -0.6817
C 3.8182 3.6385 0.3357
C 6.1160 3.0139 -2.0521
O -0.0387 -0.0435 2.6120
H 5.2103 -3.0653 -0.3377
H -2.7100 0.3107 0.8872
H 0.2854 6.0357 2.9732
H -7.8364 -1.5587 -5.1284
C 0.2138 -6.0808 -2.8521
H 6.2168 -8.3956 0.8982
C -3.4775 2.6698 4.7960
H -3.3004 -1.1074 -3.0690
C 3.1569 -5.1815 3.2151
H 0.7707 2.7768 1.6317
H 6.5884 2.9722 -1.0706
H 3.9318 6.8281 3.5476
H 3.4516 1.7992 3.6429
H -8.0220 4.2617 1.5116
H 5.2022 4.8597 -1.5872
H -5.1861 -3.4339 -3.8439
H 4.9575 -3.6748 2.0463
H 7.1097 -6.8250 1.2659
O 1.5752 -6.5136 -2.8339
C -1.4473 -1.8017 0.7781
H 0.6065 -4.0248 -2.5651
H -4.9777 -2.7568 -1.1623
C 1.7822 7.3883 3.4808
H 4.0107 4.7040 0.5175
C 6.4932 -7.3982 0.5210
H -0.7190 -1.5174 -1.5930
H 2.3763 2.8329 -6.9181
H 4.0834 -5.1085 3.7715
H 0.3955 -0.1966 -5.5022
H -4.5059 0.0585 -4.5152
H 2.7546 0.7907 -5.4155
H 1.7871 -4.0468 7.7523
H -3.5261 3.4684 4.0647
O -5.8004 2.2203 4.0732
C -4.7642 -2.3970 -3.9287
C -5.9910 3.8716 0.7866
C -5.9227 -0.8716 -1.6327
H 1.4784 -4.6471 0.9872
H -0.9551 -4.3680 -3.3034
H -0.5961 2.7384 2.7965
H -2.3753 1.0378 2.5977
H 5.4590 0.7089 4.1969
C -5.5627 -0.1319 -4.7492
H 3.8488 -4.2267 -0.7855
N -6.6882 -1.3445 -2.7513
C 4.0100 -0.2469 -2.1739
H -1.4082 -2.0230 1.8740
C 4.5296 1.0308 -1.5419
H 0.6624 2.7074 -6.5082
H -5.6248 3.5987 -1.2007
H -6.5528 3.3078 6.2503
H -1.0010 -0.1552 2.7384
H 0.5114 -1.9080 7.8094
H -4.8813 1.4478 5.8548
H 2.5583 5.3469 -1.4797
H -0.5630 3.8167 -3.9278
H 3.7808 -7.8644 -0.4515
C -5.4622 3.4276 6.0919
H 1.5048 4.0255 -1.1385
H 1.3238 8.2419 2.9969
C 5.1193 0.6408 -0.2075
H 2.5727 -4.2805 3.4969
H -4.0283 3.7107 -0.1723
C 3.5057 -5.2169 1.7026
H 6.5320 -4.8701 0.6483
H -3.5540 3.2943 -4.8335
H 4.3581 -7.8075 2.8513
H -7.5481 -0.5498 -0.2261
H -2.4084 -1.3153 0.5437
H 0.4738 -4.3973 -4.2589
H 5.0158 -7.3976 -1.7200
*
```

***

(7)
Below is 2 unconnected molecules or ions with the total composition C5H9NO, with properties calculated with wB97M-V/def2-TZVPD.

Output
Lowest unoccupied orbital energy in hartree: 0.022
DFT total energy in hartree: -325.87905
SMILES string: CC(C)C=O.C#N
Energy relative to the best compared isomer or geometry (same formula, charge and spin) in eV: 1.592
Gap between HOMO and LUMO in eV: 11.07

```
! wB97M-V def2-TZVPD RIJCOSX def2/J DEFGRID3
* xyz 0 1
H 1.2779 -1.0807 -1.2057
C 0.5463 0.9544 0.5713
H 0.3731 1.2437 -0.4715
H -0.1864 1.4772 1.1938
H 1.3670 -2.3973 -0.0154
H 0.6727 -0.8236 1.7895
C 1.4476 -1.3125 -0.1477
C 0.4522 -0.5565 0.7429
O -1.9203 -0.4332 0.2470
C -0.9374 -1.0940 0.5044
H -2.2608 1.2573 -0.7814
H -1.0284 -2.1981 0.5849
H 2.4726 -1.0200 0.1000
H 1.5463 1.2995 0.8536
N -1.7710 2.7109 -2.4038
C -2.0515 1.9729 -1.5620
*
```

***

(8)
Below is a molecular structure, C11H13F2N3O2S2SbSe4Zr, with properties calculated with wB97M-V/def2-TZVPD.

Output
Lowest unoccupied orbital energy in hartree: 0.043
DFT total energy in hartree: -11630.99049
Energy relative to the best compared isomer or geometry (same formula, charge and spin) in eV: 5.377
Gap between HOMO and LUMO in eV: 4.09

```
! wB97M-V def2-TZVPD RIJCOSX def2/J DEFGRID3
* xyz -1 1
C 0.4828 -0.4575 -3.4627
Se -1.4177 2.1000 -1.2922
C -1.2702 -3.2236 -1.3208
C -2.9506 -2.4135 1.2361
Se 2.8618 4.6783 -3.8025
C -3.2325 -0.0155 1.6160
H 0.4755 -0.7991 -4.4972
Se 4.8589 1.5869 -2.6871
H -1.5924 -4.1833 -0.9522
H 3.7942 -1.2765 0.4712
Zr -0.2649 0.4774 0.1813
O 0.9786 -0.6044 1.6025
H -4.7886 1.4017 1.8085
H -3.5456 1.5341 3.0595
C -0.2944 -1.3557 -2.5750
C -2.2447 -1.6067 0.4018
C 1.8549 -0.5514 0.6929
H 0.0754 0.5506 -3.4133
S -0.3613 -3.0817 -2.7729
C 3.3289 -0.3871 0.9214
H 1.5188 -0.4153 -3.1146
Se 0.9597 2.1725 -1.0417
H 3.6506 0.4660 0.3150
H 4.6539 -0.0401 2.4273
H -3.2044 2.0933 1.4123
C -0.2566 2.1632 1.6448
H -3.0067 -3.4889 1.2233
F 1.1294 2.0478 1.9374
Sb 3.0789 3.1168 -1.9922
C -1.4724 -1.9936 -0.7762
N -0.9206 -0.9644 -1.5054
N -2.3974 -0.2545 0.6520
O 1.4517 -0.6004 -0.5110
C -3.7166 1.3339 2.0020
F -0.8645 1.3455 2.6656
H 3.3485 -0.9284 2.8953
N 3.6574 -0.1591 2.3159
S -3.8602 -1.4646 2.3453
H -0.4973 3.1973 1.8898
*
```